(1)
# C29H64BrO6PS

A cluster of 4 separate species, C29H64BrO6PS in total (the ωB97M-V functional and the def2-TZVPD basis, the OMol25 dataset).

The geometry in ORCA input format:
```
! wB97M-V def2-TZVPD RIJCOSX def2/J DEFGRID3
* xyz 0 1
C -2.822 -1.519 1.503
O -2.396 -1.763 0.170
C -1.370 -0.876 -0.265
C -1.753 -0.370 -1.685
C -0.570 0.235 -2.526
C 0.768 0.461 -1.740
C 1.663 -0.808 -1.894
C 3.045 -0.683 -1.148
C 4.013 -1.764 -1.752
C 4.740 -2.651 -0.698
O 5.395 -3.681 -1.524
S 4.640 -5.092 -1.160
O 3.433 -5.319 -1.993
O 5.514 -6.270 -1.385
O 4.385 -4.727 0.424
C 3.905 -3.338 0.458
C 4.456 -2.729 1.787
P 2.022 -3.563 0.231
O 1.750 -5.151 0.748
Br 1.088 -2.245 1.809
H -2.188 -0.807 2.063
H -2.780 -2.484 2.061
H -3.893 -1.219 1.522
H -1.224 0.009 0.386
H -0.427 -1.451 -0.305
H -2.622 0.319 -1.654
H -2.116 -1.261 -2.245
H -0.332 -0.480 -3.343
H -0.887 1.180 -3.005
H 1.308 1.278 -2.271
H 0.640 0.808 -0.697
H 1.152 -1.763 -1.665
H 1.929 -0.868 -2.976
H 2.867 -0.889 -0.070
H 3.409 0.354 -1.243
H 3.502 -2.378 -2.521
H 4.818 -1.231 -2.304
H 5.629 -2.204 -0.210
H 5.472 -3.155 1.929
H 4.531 -1.625 1.758
H 3.806 -3.074 2.615
H 1.650 -5.118 1.708
C -0.727 5.613 3.205
C 0.593 5.778 2.460
C 0.570 5.189 1.050
C 0.335 3.678 0.982
C 1.345 2.830 1.756
C 2.771 2.967 1.234
H -0.979 4.562 3.353
H -0.667 6.079 4.190
H -1.544 6.089 2.657
H 1.403 5.335 3.046
H 0.820 6.845 2.384
H 1.511 5.435 0.549
H -0.215 5.686 0.470
H 0.346 3.373 -0.070
H -0.671 3.449 1.349
H 1.045 1.780 1.677
H 1.317 3.077 2.821
H 2.830 2.679 0.181
H 3.444 2.318 1.799
H 3.141 3.988 1.332
C -3.838 0.873 -4.524
C -3.188 -0.272 -5.292
C -2.308 0.198 -6.449
C -3.041 0.965 -7.553
C -4.196 0.208 -8.210
C -3.754 -1.063 -8.926
H -4.511 1.454 -5.157
H -4.425 0.482 -3.690
H -3.080 1.546 -4.116
H -3.960 -0.958 -5.652
H -2.567 -0.848 -4.599
H -1.801 -0.670 -6.882
H -1.514 0.841 -6.052
H -2.313 1.240 -8.324
H -3.422 1.908 -7.151
H -4.671 0.871 -8.939
H -4.964 -0.034 -7.470
H -3.019 -0.838 -9.702
H -4.609 -1.546 -9.402
H -3.313 -1.784 -8.235
C -1.792 1.072 4.593
C -0.900 -0.162 4.523
C -1.378 -1.308 5.414
C -1.398 -0.999 6.912
C -0.055 -0.564 7.501
C 1.024 -1.636 7.396
H -1.813 1.500 5.596
H -1.425 1.844 3.913
H -2.817 0.828 4.301
H 0.129 0.113 4.773
H -0.878 -0.518 3.487
H -0.748 -2.184 5.230
H -2.389 -1.597 5.108
H -1.747 -1.890 7.444
H -2.140 -0.221 7.115
H -0.205 -0.323 8.557
H 0.292 0.356 7.023
H 0.716 -2.551 7.908
H 1.950 -1.288 7.858
H 1.248 -1.884 6.356
*
```

Atom charges from the Mulliken analysis, given in e for atoms 1 to 99: C -0.284; O -0.430; C 0.823; C -0.719; C -0.361; C -0.150; C -1.022; C -0.206; C -1.037; C -0.004; O -0.366; S 1.093; O -0.523; O -0.615; O -0.438; C 0.992; C -1.608; P -0.089; O -0.446; Br 0.070; H -0.071; H 0.234; H 0.307; H 0.278; H -0.681; H 0.220; H 0.194; H 0.297; H 0.273; H 0.595; H -0.472; H 0.559; H 0.427; H -0.062; H 0.536; H 0.378; H 0.324; H 0.363; H 0.459; H 0.308; H 0.396; H 0.403; C -0.920; C -0.414; C -0.956; C -0.421; C 0.127; C -1.420; H 0.048; H 0.399; H 0.290; H 0.217; H 0.379; H 0.320; H 0.441; H 0.140; H 0.407; H -0.029; H 0.425; H 0.224; H 0.391; H 0.380; C -1.154; C -0.097; C -0.697; C -0.851; C -0.363; C -1.200; H 0.429; H 0.342; H 0.166; H 0.436; H 0.039; H 0.388; H 0.301; H 0.406; H 0.303; H 0.390; H 0.231; H 0.293; H 0.377; H 0.289; C -1.189; C 1.096; C -0.751; C -0.911; C -0.314; C -1.126; H 0.488; H 0.072; H 0.308; H 0.384; H -0.938; H 0.304; H 0.365; H 0.416; H 0.311; H 0.382; H 0.214

---

(2)
# C29H64Cl51O3P3

A structure of composition C29H64Cl51O3P3 (the ωB97M-V functional and the def2-TZVPD basis, the OMol25 dataset).

The geometry in ORCA input format:
```
! wB97M-V def2-TZVPD RIJCOSX def2/J DEFGRID3
* xyz 0 1
C 1.084 -1.173 3.921
P 0.575 0.258 5.140
O -1.162 0.169 5.182
P 1.327 2.061 4.181
C -0.259 3.074 4.502
C -1.104 3.160 3.094
C -2.454 2.233 3.038
Cl -3.284 2.633 1.387
P 2.198 3.810 3.175
O 3.949 3.643 3.415
O 1.996 3.570 1.433
H 1.441 -2.135 4.491
H 0.118 -1.432 3.278
H 1.908 -0.847 3.155
H -1.542 -0.400 4.450
H 2.409 2.155 5.169
H 1.552 1.315 2.938
H -0.885 2.748 5.435
H 0.101 4.189 4.730
H -1.458 4.280 2.939
H -0.427 2.832 2.183
H -3.235 2.509 3.893
H -2.235 1.071 2.982
H 4.209 2.790 2.926
H 2.318 2.639 1.223
C -0.796 -3.440 0.814
Cl -1.825 -2.678 2.032
Cl 0.383 -4.523 1.565
H -1.422 -4.016 0.129
H -0.263 -2.663 0.262
C -6.451 0.414 0.289
Cl -7.910 0.646 1.260
Cl -5.440 -0.873 0.956
H -6.741 0.147 -0.730
H -5.880 1.346 0.277
C 0.279 -0.109 -1.404
Cl -0.751 0.654 -0.186
Cl 1.457 -1.191 -0.654
H -0.347 -0.685 -2.090
H 0.812 0.669 -1.957
C 2.061 -8.006 2.810
Cl 3.152 -6.657 2.469
Cl 1.353 -7.860 4.423
H 1.259 -8.011 2.068
H 2.623 -8.941 2.752
C 4.933 -2.275 -2.692
Cl 4.244 -0.902 -3.567
Cl 3.691 -3.473 -2.310
H 5.701 -2.743 -3.313
H 5.380 -1.916 -1.762
C 5.013 5.110 0.278
Cl 5.463 6.623 -0.516
Cl 5.595 3.714 -0.638
H 5.454 5.088 1.278
H 3.924 5.057 0.353
C 5.961 -4.238 0.356
Cl 7.052 -2.889 0.016
Cl 5.253 -4.092 1.969
H 5.159 -4.243 -0.385
H 6.523 -5.174 0.298
C 1.461 -11.038 0.106
Cl 2.552 -9.689 -0.234
Cl 0.753 -10.892 1.719
H 0.659 -11.043 -0.635
H 2.023 -11.974 0.048
C 3.389 -2.760 7.071
Cl 2.368 -1.488 6.388
Cl 3.070 -4.316 6.296
H 4.438 -2.494 6.918
H 3.183 -2.846 8.140
C -2.229 4.677 7.861
Cl -2.103 6.395 7.463
Cl -0.753 3.812 7.417
H -2.394 4.572 8.936
H -3.072 4.246 7.314
C 4.648 -0.330 3.961
Cl 5.316 0.443 2.518
Cl 5.894 -1.230 4.834
H 4.237 0.439 4.619
H 3.855 -1.020 3.660
C -0.561 5.338 0.109
Cl 0.384 6.203 1.328
Cl -2.172 6.043 -0.065
H -0.041 5.395 -0.850
H -0.660 4.293 0.413
C 4.179 0.254 -7.477
Cl 3.149 1.017 -6.259
Cl 5.357 -0.828 -6.726
H 3.553 -0.322 -8.162
H 4.712 1.032 -8.029
C -5.555 4.912 4.899
Cl -4.251 5.536 5.918
Cl -4.910 4.086 3.476
H -6.153 4.207 5.480
H -6.181 5.746 4.573
C 0.055 -6.867 -1.603
Cl -0.532 -7.284 0.012
Cl -0.234 -5.160 -1.963
H 1.128 -7.064 -1.653
H -0.468 -7.480 -2.341
C -0.939 -10.167 -3.824
Cl 0.152 -8.818 -4.164
Cl -1.647 -10.021 -2.211
H -1.741 -10.172 -4.566
H -0.377 -11.102 -3.882
C -1.288 4.083 -3.662
Cl 0.185 4.303 -2.710
Cl -1.708 2.372 -3.798
H -2.110 4.613 -3.173
H -1.130 4.492 -4.663
C -0.218 7.398 -4.905
Cl 0.297 5.819 -5.511
Cl -1.975 7.471 -4.731
H 0.244 7.572 -3.930
H 0.102 8.171 -5.609
C -8.783 -0.399 -3.486
Cl -7.496 -1.593 -3.282
Cl -9.085 0.476 -1.980
H -8.487 0.315 -4.259
H -9.699 -0.912 -3.789
C 2.170 -11.434 5.995
Cl 2.935 -10.900 4.493
Cl 0.469 -11.835 5.735
H 2.692 -12.320 6.364
H 2.238 -10.631 6.734
C -6.928 6.849 1.702
Cl -5.837 8.198 1.361
Cl -7.636 6.995 3.315
H -7.730 6.844 0.960
H -6.366 5.913 1.644
C 8.150 -0.080 -9.670
Cl 9.095 0.786 -8.451
Cl 6.539 0.625 -9.845
H 8.670 -0.022 -10.629
H 8.050 -1.125 -9.366
C -12.105 0.937 -5.379
Cl -11.056 -0.332 -6.024
Cl -11.729 2.504 -6.106
H -13.145 0.684 -5.598
H -11.961 1.003 -4.298
C -4.374 2.995 -6.697
Cl -3.283 4.343 -7.037
Cl -5.082 3.141 -5.084
H -5.176 2.990 -7.439
H -3.812 2.059 -6.755
C 6.159 8.502 -3.849
Cl 4.673 8.375 -4.799
Cl 7.586 8.264 -4.865
H 6.207 9.495 -3.395
H 6.148 7.739 -3.067
*
```

Atom charges from the Mulliken analysis, given in e for atoms 1 to 99: C -0.151; P 0.326; O -0.571; P 0.506; C -1.067; C 0.419; C -0.350; Cl -0.180; P 0.180; O -0.481; O -0.332; H 0.450; H -0.398; H -0.071; H 0.274; H 0.103; H -0.136; H 0.364; H 0.521; H 0.125; H -0.201; H 0.410; H -0.093; H 0.188; H 0.216; C 0.291; Cl -0.191; Cl 0.053; H 0.309; H -0.466; C 0.375; Cl -0.183; Cl -0.150; H -0.139; H 0.090; C -0.781; Cl 0.133; Cl -0.046; H 0.376; H 0.299; C 0.509; Cl -0.062; Cl -0.155; H -0.372; H 0.025; C -0.256; Cl -0.081; Cl -0.148; H 0.359; H 0.102; C 0.208; Cl -0.185; Cl -0.181; H 0.253; H -0.101; C 0.230; Cl -0.178; Cl -0.137; H -0.215; H 0.327; C -0.083; Cl -0.126; Cl -0.098; H 0.011; H 0.331; C -0.417; Cl -0.109; Cl -0.122; H 0.194; H 0.317; C -0.252; Cl -0.180; Cl -0.102; H 0.353; H 0.242; C 0.400; Cl -0.154; Cl -0.172; H 0.110; H -0.143; C 0.526; Cl -0.172; Cl -0.180; H -0.039; H -0.140; C -0.201; Cl -0.130; Cl -0.147; H 0.303; H 0.166; C 0.211; Cl -0.139; Cl -0.052; H 0.308; H -0.282; C 0.243; Cl -0.184; Cl -0.168; H 0.223

---

Per-record highest occupied orbital energy, eV: -9.421, -7.026
Per-record largest force on an atom, eV Å⁻¹: 5.49, 4.02